Entry from OMol25: a 8-piece molecular cluster, C22H63N3O13 overall at a distorted geometry (the ωB97M-V functional and the def2-TZVPD basis).

XYZ file:
```
101
Properties=species:S:1:pos:R:3:forces:R:3
O 0.5047 -2.6188 -6.2612 0.997 0.617 -0.002
O -3.0629 1.2100 -0.2544 0.409 -0.124 -0.356
O -5.5061 -4.3880 2.5154 0.267 1.038 -0.392
O -7.9109 -0.6513 4.9976 -0.585 -0.362 -1.500
O 6.4181 -1.3316 -3.0051 0.110 0.405 -0.703
O 2.7637 4.7570 -0.5355 -0.191 -0.025 0.207
O -3.8803 8.7704 -3.7388 0.995 -0.558 0.776
O -2.9636 -6.5943 4.1689 -0.922 0.741 0.159
O -8.3447 -2.8148 7.1635 0.132 -2.236 -0.478
O 1.3029 0.4955 5.9619 0.205 0.623 0.169
O -0.9146 -0.7881 0.5835 -0.513 0.626 -0.270
O 5.7576 5.1004 -0.9867 -0.460 0.438 -0.413
O -3.9514 6.3383 -2.1189 -1.141 1.036 -0.382
N 2.2075 4.1604 5.7022 0.278 0.079 -0.579
N -0.9786 -1.5086 -4.2622 0.140 -0.365 0.169
N 7.5334 -3.0560 -6.1357 -0.971 0.843 -0.406
C -2.9939 8.5794 -2.6090 -1.196 -0.806 -0.038
C 7.2793 -2.8454 -4.6878 1.369 -0.743 -1.810
C 1.1714 -3.1664 -7.3710 0.985 -0.384 0.590
C 4.7147 5.0295 -1.9931 0.755 -1.260 0.818
C 1.4481 2.9898 6.1023 -0.856 -1.282 0.303
C 8.5840 -3.0336 -4.0095 0.547 -1.545 1.945
C -3.4582 -5.5717 3.2832 -0.629 0.091 -0.163
C -2.7852 0.7805 1.0701 -0.936 -0.202 -0.161
C -0.6424 -3.3366 -5.9156 -0.071 0.328 0.928
C -2.3934 -3.5023 -4.0818 -0.573 -0.586 -0.109
C -1.3357 0.3765 1.2923 -0.496 0.039 0.945
C 5.2084 -1.9736 -2.5842 0.559 -0.374 -0.038
C -4.8947 -5.0052 3.6034 0.567 -2.018 1.193
C 6.7817 -1.4765 -4.4386 -2.434 0.214 1.579
C -2.7465 7.0723 -2.2277 0.207 0.822 -0.281
C 2.0818 -0.6492 5.7444 -0.454 -1.227 0.362
C -1.0538 -2.9610 -4.4549 0.664 0.365 -1.129
C 2.1128 1.6436 5.7521 0.117 0.503 -0.918
C -8.8772 -1.5445 7.0942 0.706 1.285 0.277
C -7.8594 -0.6493 6.3741 0.012 1.207 1.371
C 3.5911 4.0970 -1.4582 0.372 1.187 -1.218
C 0.0301 3.1446 5.5402 0.731 -0.716 0.620
H -0.7169 1.2510 1.0913 0.380 -0.100 -0.037
H 3.0402 1.5459 6.3166 0.208 0.057 0.043
H 0.0813 3.3615 4.4732 -0.094 0.137 -0.042
H -0.5241 2.2156 5.6741 -0.397 0.297 0.187
H -2.7617 -4.7367 3.2071 0.098 0.008 -0.035
H -3.4549 -0.0366 1.3386 0.063 -0.500 -0.115
H 5.8480 -1.3639 -4.9895 -0.038 0.393 -0.337
H 6.0720 4.2039 -0.8494 0.083 -0.069 0.065
H 1.4004 2.9640 7.1910 -0.187 0.244 0.176
H 2.6170 -0.7778 4.8036 -0.186 0.842 -0.577
H -2.2787 7.1419 -1.2457 0.511 -0.298 -0.068
H 7.8850 -2.1831 -6.5024 0.057 0.147 -0.342
H 4.9622 -1.7659 -1.5428 0.607 0.584 0.069
H 8.2578 -3.7324 -6.3305 -0.022 -0.178 0.373
H 3.2769 5.4850 -0.1773 0.028 0.032 0.277
H -7.6295 -1.5243 4.7144 0.060 -0.071 -0.313
H -3.5815 -6.0385 2.3060 0.164 0.120 -0.388
H 4.3088 -1.6860 -3.1284 0.151 0.014 -0.552
H -3.1910 1.6075 1.6527 0.861 0.126 0.520
H -0.3285 3.9953 6.1198 -0.853 -0.125 -0.383
H -2.0279 -6.7287 4.0014 -0.007 0.146 -0.095
H -2.1122 6.6348 -2.9987 0.279 -0.145 0.186
H 2.0184 4.2258 4.7122 0.874 -0.433 -0.930
H 1.6414 -4.1057 -7.0798 -0.346 -0.614 -0.029
H -5.4544 -4.9597 1.7460 0.006 -0.129 -0.003
H -2.6712 -3.1128 -3.1024 -0.202 -0.118 -0.093
H 9.0066 -4.0079 -4.2552 0.075 -0.104 -0.271
H -2.4222 -4.5919 -4.0798 0.325 -0.134 0.354
H -8.8410 -3.3687 6.5564 0.201 -0.303 0.090
H 2.3314 1.5857 4.6858 0.495 0.523 -0.314
H -2.0542 9.0929 -2.8123 0.038 -0.262 -0.051
H -8.9984 -1.2555 8.1381 -0.077 0.621 -0.015
H -1.2527 0.0551 2.3305 0.183 0.446 0.163
H 2.9814 3.7612 -2.2971 -0.204 0.040 -0.035
H 4.0513 3.2015 -1.0407 0.185 -0.073 0.229
H 5.1385 4.6036 -2.9026 -0.035 -0.136 -0.183
H 1.3807 -1.4835 5.7699 0.116 -0.111 0.276
H -4.5011 8.0505 -3.6052 -0.505 -0.092 -0.321
H -6.8218 -0.8601 6.6330 -0.063 -0.597 0.776
H -7.9759 0.3878 6.6886 -0.379 0.163 -0.028
H 2.0664 -2.5801 -7.5795 -0.464 0.587 -0.316
H 1.5973 4.9425 5.8921 0.059 0.517 1.162
H 9.3607 -2.2947 -4.2066 -0.353 0.272 -0.136
H -3.9126 5.4098 -1.8779 0.768 0.155 -0.015
H 2.8588 -0.7848 6.4967 -0.064 0.068 0.422
H 4.4682 6.0648 -2.2285 -0.539 -0.145 0.260
H 5.3491 -3.0545 -2.5801 -0.238 -0.213 -0.393
H -0.3946 -4.3971 -5.9606 -0.484 -0.325 -0.223
H -2.6161 0.5979 -0.8437 -0.231 0.003 -0.392
H -4.9264 -4.3816 4.4968 0.281 0.564 -0.397
H 8.4138 -3.1280 -2.9370 0.263 0.441 0.284
H -1.1439 -0.6310 -0.3354 0.305 -0.326 -0.355
H 6.4986 -3.5572 -4.4197 0.256 -0.128 0.415
H -0.2825 -3.3531 -3.7920 0.016 -0.276 0.040
H 7.4847 -0.6905 -4.7147 0.044 -0.017 0.323
H -3.4657 9.0536 -1.7485 0.050 0.127 0.203
H -5.5342 -5.8384 3.8949 0.164 -0.540 0.138
H -0.0334 -1.3104 -4.5577 0.214 0.586 0.061
H -3.1582 -3.2846 -4.8273 -0.093 0.612 0.039
H -9.8597 -1.5433 6.6222 0.009 0.284 -0.202
H -1.5620 -1.0425 -4.9423 -0.301 0.119 -0.155
H 0.5335 -3.3326 -8.2391 -0.046 0.242 -0.093
H -1.3789 -2.9937 -6.6424 -0.763 -0.626 0.040
```
Forces are in eV/Å.

Computed properties:
Structure (SMILES): COC[C@H](C)N.COC[C@H](C)N.COC[C@H](C)N.OCCO.OCCO.OCCO.OCCO.OCCO
Total charge: 0
HOMO: -9.470 eV
E_LUMO: 0.2 eV
Frontier orbital gap: 0.35581 Ha
Energy above the lowest of the compared OMol25 structures with the same formula, charge and spin: 3.853 eV

***

Entry from OMol25: a 9-piece molecular cluster, C22H63NO8 overall at a distorted geometry (the ωB97M-V functional and the def2-TZVPD basis).

XYZ file:
```
94
Properties=species:S:1:pos:R:3:forces:R:3
O -2.1402 -2.3248 1.1650 0.088 0.233 -0.080
O -2.9215 1.2756 1.6909 0.628 -0.053 -0.493
O 3.3232 2.0737 -0.2140 0.549 0.120 0.372
O -0.7543 -2.0406 -2.0829 -1.615 0.193 0.376
O 1.2602 2.3945 1.5459 -1.340 0.112 -0.747
O 2.6700 -0.6214 -0.2237 2.478 2.034 -1.293
O -2.0509 1.5388 -1.7053 0.384 0.156 -0.493
O 0.8201 -1.9127 0.5182 -1.904 0.257 -0.419
N -0.5639 0.5317 0.4669 -0.638 -0.867 0.024
C 0.5837 2.1205 3.8022 1.012 0.883 -0.638
C -0.0582 -2.3950 -3.2449 0.749 0.541 0.487
C -2.4164 -3.3762 2.0631 -0.664 -0.041 1.066
C -2.0205 2.5433 -2.7731 -0.292 -1.172 0.563
C -3.4494 3.1071 -2.7794 0.538 0.711 -0.422
C 2.0881 2.1917 -2.1552 0.022 0.297 -1.607
C -3.9311 -3.3384 2.3095 0.160 0.091 -0.020
C 4.4496 -1.0695 -1.8286 -1.528 0.101 0.174
C -1.5131 1.8641 -4.0707 -0.053 0.916 0.301
C -1.0476 -2.6375 -4.3936 1.322 0.600 0.059
C -5.0785 0.5236 2.2139 -0.948 0.010 0.371
C -3.5450 1.5010 3.9660 -0.435 0.096 0.471
C 2.6700 0.9794 2.8789 -0.183 -0.802 -0.698
C 1.7810 2.1988 2.8190 0.044 -0.223 1.530
C 0.9672 -1.2689 -3.4706 0.068 -0.357 -0.889
C -1.6481 -3.1769 3.4008 0.375 -0.673 -0.539
C 4.3515 -2.2471 0.4410 -0.089 0.058 -0.284
C -3.6678 0.6343 2.7102 0.231 0.671 0.794
C 3.4270 2.5338 -1.5577 0.327 -1.181 0.348
C 3.8829 3.9423 -1.5298 -0.190 0.915 0.313
C 1.2468 -3.1572 0.8855 0.182 -0.634 0.435
C 3.5141 -1.6351 -0.7083 1.389 0.273 0.454
H -4.1232 2.3792 -3.2316 -0.109 0.018 0.100
H 3.5084 1.1323 2.1985 0.305 -0.043 0.343
H 4.8073 -3.1787 0.1027 0.028 -0.109 0.052
H 4.7408 -1.8955 -2.4758 0.490 0.158 0.043
H 0.9670 1.8650 4.7895 -0.287 -0.294 0.003
H -0.7891 0.8043 -0.4869 0.108 0.557 -0.234
H 1.6163 -3.8060 0.0808 0.149 0.130 -0.486
H -4.3524 -4.2696 2.6889 0.280 -0.107 0.074
H -1.2518 3.2278 -2.4156 -0.307 0.394 -0.130
H 1.9248 1.1178 -2.2473 -0.016 -0.074 0.849
H -0.2955 -0.4494 0.4528 0.568 -0.834 0.175
H 1.6763 -1.1998 -2.6451 -0.241 -0.055 0.150
H -4.1371 -2.5669 3.0532 -0.165 0.109 -0.063
H 1.8724 -0.9973 0.1918 -1.147 -1.359 0.509
H -0.1858 1.4501 3.4209 0.106 -0.239 0.228
H -0.2080 -2.0876 -1.2887 0.583 -0.050 0.321
H 2.9255 -2.4495 -1.1350 -0.187 0.054 -0.175
H 2.0091 2.4629 -3.2117 -0.020 0.650 -0.019
H 3.2795 1.1088 -0.3284 -0.391 -0.581 0.743
H -3.1855 -0.3277 2.8843 -0.079 -0.072 -0.227
H -2.5003 0.7727 -2.0777 -0.016 -0.237 0.129
H -5.1456 0.0419 1.2394 0.110 -0.026 0.057
H -0.4786 -3.1893 -5.1433 -0.392 -0.425 -0.065
H 4.1445 4.3021 -2.5244 -0.115 0.122 0.038
H 4.7521 4.0146 -0.8757 0.144 -0.068 -0.166
H 1.5634 -1.4151 -4.3745 0.016 -0.115 -0.128
H -5.7737 0.0405 2.9022 0.257 -0.360 0.089
H -4.4620 -3.1003 1.3877 0.074 0.061 -0.030
H -1.2656 -1.6953 -4.8996 -0.404 0.131 0.241
H -1.2045 -2.3806 0.9285 0.439 0.214 -0.145
H -4.0497 1.0734 4.8339 0.007 -0.234 -0.037
H 4.2508 1.9629 -1.9947 -0.168 -0.200 -0.458
H 1.3253 2.7031 -1.5678 -0.239 -0.184 -0.117
H 5.2651 -0.4176 -1.5150 0.290 -0.551 0.454
H -3.7739 3.3691 -1.7727 0.109 -0.475 0.145
H -1.9514 -3.1402 -4.0563 0.134 -0.081 -0.109
H -2.5222 1.7320 4.2629 0.137 -0.346 -0.233
H -0.6374 -3.5806 3.3201 0.199 0.342 -0.231
H -1.7184 2.4772 -4.9494 -0.297 -0.015 -0.005
H -1.4252 0.6142 1.0083 -0.382 0.182 0.026
H 5.1592 -1.5960 0.7775 -0.046 0.231 -0.150
H -4.0216 2.4729 3.8194 -0.117 0.043 -0.257
H -1.5836 -2.1146 3.6354 -0.108 -0.010 0.058
H -5.4910 1.5340 2.1555 0.060 0.166 -0.342
H -3.5564 4.0601 -3.3008 0.203 -0.147 -0.483
H 2.4102 3.0562 3.0729 -0.113 0.227 0.238
H 0.4557 -0.3128 -3.5865 -0.124 -0.010 0.128
H -0.4261 1.7866 -4.0508 -0.017 -0.233 0.237
H 3.7221 -2.4556 1.3065 0.176 0.001 -0.191
H 1.9428 2.4289 0.8631 0.760 -0.095 -0.194
H 0.1514 1.0715 0.9409 0.684 0.742 -0.107
H 2.1553 0.1099 2.4618 -0.253 -0.032 -0.032
H 0.1642 3.1255 3.8663 -0.248 -0.052 0.039
H 2.9718 0.6676 3.8784 0.236 0.440 0.048
H 0.4992 -3.3084 -3.0214 0.015 -0.275 -0.292
H 3.8462 -0.3852 -2.4294 -0.221 -0.214 -0.266
H -1.9387 0.8697 -4.2061 -0.115 0.033 -0.007
H -2.0385 -3.7373 4.2517 -0.548 0.130 -0.102
H 2.0828 -3.0859 1.5905 -0.248 -0.320 0.318
H 0.4631 -3.7814 1.3312 -0.169 0.002 0.375
H 3.1259 4.5747 -1.0615 -0.123 0.191 -0.241
H -2.1432 -4.3255 1.5980 0.068 -0.141 0.060
H -3.3712 2.0874 1.4392 0.006 0.066 -0.060
```
Forces are in eV/Å.

Computed properties:
Total charge: 0
HOMO: -8.105 eV
E_LUMO: 0.5 eV
Frontier orbital gap: 0.31761 Ha
Energy above the lowest of the compared OMol25 structures with the same formula, charge and spin: 1.167 eV

***

Entry from OMol25: a 10-piece molecular cluster, C22H64N8O10 overall at a distorted geometry (the ωB97M-V functional and the def2-TZVPD basis).

XYZ file:
```
104
Properties=species:S:1:pos:R:3:forces:R:3
O -30.1275 13.9418 1.4400 0.301 -1.526 0.679
O -41.8501 12.9120 1.4029 -1.039 0.444 -1.206
O -36.0782 24.5808 7.1790 1.402 0.506 -0.386
O -37.2341 16.7796 -0.6581 -0.403 -0.092 -0.841
O -37.5529 14.8534 5.9000 -0.837 -0.673 -0.454
O -28.6303 10.0481 5.2291 2.438 2.210 -2.083
O -34.0713 10.1929 0.2677 -0.571 0.268 0.782
O -28.6748 18.8434 8.1279 2.394 2.068 0.071
O -35.7977 9.6184 10.1172 1.132 -1.790 -0.532
O -29.4849 20.9405 1.6040 0.972 0.731 -0.667
N -30.5863 18.1389 9.0828 -2.978 0.648 4.220
N -36.5117 11.3775 11.2608 -0.572 1.885 1.372
N -37.2484 11.0393 9.2349 -3.245 1.356 -4.435
N -39.6925 12.5094 1.8882 4.875 2.510 -4.467
N -41.0603 11.8012 3.1937 -2.590 -2.756 4.055
N -30.0319 17.3673 7.2455 0.429 -3.644 -5.268
N -29.1066 15.6640 0.5023 6.661 4.500 -0.717
N -31.1407 15.3266 0.0470 -3.805 0.592 -1.843
C -37.4158 25.9513 8.7526 0.814 0.447 -1.452
C -35.2643 15.3825 5.2142 0.067 -0.455 1.593
C -37.3296 23.4928 8.8484 0.115 -0.952 -0.385
C -38.6460 18.1918 0.4430 -1.370 0.321 0.561
C -29.3534 9.2708 6.0202 -2.441 -1.119 2.684
C -29.7497 7.9579 5.3895 -0.969 -0.707 0.362
C -30.5561 10.1033 6.6604 0.179 -1.970 -0.029
C -30.0201 21.6653 2.7036 0.911 -1.576 0.145
C -29.6754 18.2066 8.1611 0.719 0.481 -0.240
C -31.1461 20.7303 3.0926 -1.894 1.248 0.459
C -32.6826 8.6030 -0.9750 0.000 -0.198 -1.424
C -30.0905 14.9017 0.7031 -2.555 -2.601 1.919
C -30.1458 23.1370 2.3133 -0.965 -0.759 0.126
C -38.1285 17.8955 -0.8996 1.982 -0.862 0.496
C -40.9760 12.3996 2.0452 -1.249 0.303 1.077
C -37.2386 24.6812 7.8945 -2.909 -0.709 2.483
C -33.5155 9.8703 -0.9843 -0.849 -0.873 0.219
C -36.5640 15.8257 5.9919 1.355 0.938 -0.019
C -34.7524 9.6991 -1.9185 1.135 0.291 -0.323
C -36.4619 10.6173 10.1637 2.214 -1.296 2.640
C -36.4779 16.1462 7.4961 2.015 0.512 -1.019
C -37.3553 19.0699 -1.4385 -0.287 0.545 -0.485
H -29.2383 16.5979 0.1409 -0.045 -0.322 -0.108
H -37.3001 16.7226 7.9200 -0.435 -0.845 -0.135
H -31.5605 21.1280 4.0190 -0.256 -0.526 0.268
H -30.9154 16.8901 7.1372 0.263 0.423 0.288
H -35.9724 25.4253 6.7350 0.354 0.060 -0.287
H -37.9982 19.9350 -1.2765 -0.037 0.255 -0.617
H -34.4342 16.0888 5.1998 -0.568 0.830 -0.437
H -37.9175 14.8719 5.0121 -0.106 -0.175 -0.110
H -33.2606 7.6790 -0.9643 -0.163 0.055 0.728
H -38.2837 23.3428 9.3536 -0.133 0.648 -0.025
H -35.1411 10.6783 -2.1981 -0.198 -0.088 0.119
H -29.1685 10.4149 4.5237 -0.057 0.048 -0.108
H -39.2336 17.3802 0.8719 0.044 -0.107 -0.123
H -35.5563 15.0441 4.2201 0.172 0.195 -0.026
H -36.1258 15.2447 7.9975 -0.725 -0.049 0.433
H -30.9470 19.6598 3.1425 1.080 0.306 0.518
H -39.3216 19.0310 0.2773 0.004 0.298 0.766
H -30.5656 18.8127 9.8349 0.093 -0.536 0.177
H -36.5210 26.0776 9.3622 -0.113 0.267 0.126
H -37.8206 18.4009 1.1236 -0.106 0.316 -0.051
H -35.5415 9.0675 -1.5104 0.172 0.219 0.500
H -36.8069 16.7355 5.4428 -0.703 0.255 0.119
H -38.3296 26.0948 9.3292 0.049 -0.769 0.072
H -28.7307 8.9330 6.8485 0.355 0.406 0.178
H -30.8059 17.1639 9.2288 -0.609 0.565 0.899
H -37.4918 26.7207 7.9843 0.392 0.736 0.250
H -31.9698 20.6804 2.3804 -0.096 0.752 -0.352
H -30.9996 10.7145 5.8745 0.045 0.416 0.361
H -36.5500 23.5530 9.6079 0.058 0.112 0.016
H -30.2122 7.4056 6.2075 -0.117 -0.382 -0.085
H -37.4123 10.4397 8.4388 0.286 0.061 0.192
H -29.2154 23.5620 1.9366 0.319 -0.409 0.030
H -36.4160 19.3477 -0.9603 0.024 -0.621 0.279
H -38.8921 17.6538 -1.6389 -0.254 -0.293 0.178
H -35.6455 16.8368 7.6314 0.322 0.149 -0.065
H -35.8280 11.3545 12.0039 -0.369 -0.187 -0.332
H -30.3353 10.5670 7.6218 0.673 0.874 -0.594
H -32.3242 8.6010 -2.0044 0.608 -0.178 -0.128
H -30.3911 23.7468 3.1828 -0.542 0.068 -0.230
H -28.9098 7.3586 5.0380 0.198 0.310 0.010
H -31.3317 9.4377 7.0392 -0.285 -0.438 -0.538
H -30.4963 7.9873 4.5959 -0.023 0.373 -0.169
H -33.4017 10.3860 0.9280 0.252 -0.037 -0.132
H -34.4503 9.1912 -2.8344 0.144 0.139 -0.164
H -29.2982 17.1141 6.5992 -0.313 -0.010 -0.163
H -38.9612 11.8739 2.1733 -0.445 0.145 -0.242
H -37.1949 22.5426 8.3316 0.295 -0.003 -0.252
H -29.3146 21.6291 3.5338 0.326 -0.089 0.211
H -31.1367 16.2134 -0.4363 -0.307 -0.448 0.047
H -28.8844 21.5966 1.2427 0.489 -0.466 -0.706
H -37.1785 18.8796 -2.4971 0.129 0.473 -0.117
H -41.9622 11.5468 3.5706 0.415 -0.224 0.149
H -32.0029 14.8192 0.1859 0.152 0.349 -0.111
H -39.5633 13.0544 1.0478 1.124 -0.173 -0.117
H -32.8327 10.6630 -1.2900 -0.257 0.337 -0.385
H -36.9784 16.4586 -1.5259 0.274 -0.253 -0.035
H -37.4141 12.0187 9.0522 0.030 -0.205 0.270
H -34.7162 14.5822 5.7116 -0.566 -0.710 0.119
H -30.8534 23.1438 1.4842 -0.345 0.680 0.192
H -38.0847 24.6922 7.2074 -0.324 -0.345 -0.159
H -37.3200 11.9831 11.2656 0.525 0.204 0.799
H -31.8060 8.5788 -0.3277 -0.266 0.091 0.220
H -40.1732 11.4667 3.5418 -1.057 -0.233 0.752
H -28.2094 15.5853 0.9595 -0.432 -0.544 0.167
```
Forces are in eV/Å.

Computed properties:
Structure (SMILES): NC(N)=O.NC(N)=O.NC(N)=O.NC(N)=O.CC(C)O.CC(C)O.CC(C)O.CC(C)O.CC(C)O.CC(C)O
Total charge: 0
HOMO: -9.656 eV
E_LUMO: -0.1 eV
Frontier orbital gap: 0.35299 Ha
Energy above the lowest of the compared OMol25 structures with the same formula, charge and spin: 5.797 eV